Record 1
Computed, not measured: a 5-piece molecular cluster, C4H14NO7 overall at a distorted geometry, with ωB97M-V/def2-TZVPD.

Each line ends with the Löwdin charge.
Cartesian coordinates (Å):
1 C 1.348 -0.373 2.064  -0.27
2 N 0.037 -0.643 1.827  0.08
3 C -1.393 1.072 0.716  -0.05
4 C -0.531 -0.179 0.589  -0.27
5 C -1.551 -1.373 0.139  -0.66
6 O -1.586 -2.292 0.980  -0.03
7 O -1.861 -1.204 -1.024  -0.04
8 O 1.866 0.620 1.539  -0.03
9 H 1.799 -0.998 2.711  0.09
10 H -0.357 -1.444 2.145  0.06
11 H -1.837 1.341 -0.373  0.13
12 H -0.905 1.979 1.044  0.04
13 H -2.288 1.002 1.313  0.07
14 H 0.345 -0.042 -0.116  0.13
15 H 0.998 1.198 -1.777  0.00
16 H 2.442 1.324 -1.143  0.05
17 O 1.848 1.739 -1.841  -0.14
18 H 1.241 2.126 1.178  0.01
19 H 0.753 3.175 -0.007  0.03
20 O 1.162 3.118 0.890  -0.16
21 H 0.145 -3.243 -0.811  0.00
22 H -0.907 -2.757 -1.720  0.05
23 O 0.052 -2.987 -1.697  -0.05
24 H 0.183 -1.031 -2.135  0.06
25 H -0.942 -0.043 -2.124  -0.02
26 O -0.058 -0.084 -2.364  -0.07

Total charge: -1
Gap between HOMO and LUMO (eV): 8.7926

***

Record 2
Computed, not measured: C4H14NOS as an isolated structure at a distorted geometry, with ωB97M-V/def2-TZVPD.

Each line ends with the Löwdin charge.
Cartesian coordinates (Å):
1 C 1.092 -1.594 1.087  -0.01
2 C 0.279 -0.868 0.038  -0.43
3 C 0.807 0.525 -0.236  -0.22
4 C 0.070 1.303 -1.336  -0.51
5 S 0.160 0.340 -2.883  0.74
6 N -1.083 -0.844 0.228  0.14
7 H 0.984 -1.106 2.053  0.11
8 H 0.766 -2.631 1.188  0.10
9 H 2.152 -1.615 0.832  0.10
10 H 0.440 -1.572 -1.064  0.08
11 H 1.867 0.440 -0.489  0.13
12 H 0.749 1.069 0.711  0.14
13 H -0.971 1.405 -1.050  0.07
14 H 0.565 2.251 -1.476  0.08
15 H 0.809 -2.020 -1.551  0.28
16 H -1.343 -0.267 1.033  0.11
17 H -0.443 1.236 -3.667  -0.12
18 H -1.526 -1.756 0.275  0.13
19 H -2.438 2.064 1.679  0.07
20 H -1.341 2.000 2.741  0.06
21 O -1.595 1.641 1.886  -0.04

Total charge: +1
Gap between HOMO and LUMO (eV): 6.5000

***

Record 3
Computed, not measured: a 2-piece molecular cluster, C4H14NSi overall at a distorted geometry, with ωB97M-V/def2-TZVPD.

Each line ends with the Löwdin charge.
Cartesian coordinates (Å):
1 C 3.724 -0.074 0.012  -0.10
2 C -4.017 -0.595 -0.651  -0.21
3 C -1.264 1.113 0.324  -0.24
4 C 2.277 0.354 -0.312  -0.27
5 N 1.263 -0.531 0.381  -0.09
6 Si -2.657 -0.073 0.554  1.04
7 H 4.419 0.050 -0.768  0.05
8 H 4.226 0.499 0.886  0.11
9 H 3.887 -1.089 0.162  0.04
10 H -4.891 -0.983 -0.017  0.08
11 H -4.312 0.311 -1.306  0.09
12 H 1.920 1.351 0.159  0.12
13 H -0.292 0.636 0.643  0.01
14 H -0.957 1.363 -0.792  0.11
15 H -1.383 2.042 0.743  0.00
16 H 1.929 0.243 -1.408  0.13
17 H 1.591 -1.143 1.104  0.07
18 H -3.729 -1.394 -1.223  -0.01
19 H 0.873 -1.137 -0.339  0.07
20 H -2.606 -0.942 1.848  0.01

Total charge: +1
Gap between HOMO and LUMO (eV): 6.8076

***

These records have relative energy (zero: lowest compared OMol25 entry of this formula, charge and spin) values of 27.2, 94.2, 74.5 kcal per mole, in the order they appear.